No. 1
31
Properties=species:S:1:pos:R:3:lowdin_charge:R:1 method="wB97M-V/def2-TZVPD" total_charge=+1 fmax_ha_per_bohr=0.01561 orbital_gap_ev=10.590 smiles="CC[C@@H](Cl)[N@@H+]1CCNC[C@@]1(N=C=O)[PH2]=O"
C -3.04 1.56 -0.31 -0.094
C -1.96 1.07 -1.28 -0.264
C -0.52 1.37 -0.84 -0.640
Cl -0.36 3.02 -0.24 0.780
N -0.09 0.31 0.19 -0.046
C 0.41 0.85 1.51 -0.123
C 0.85 -0.25 2.49 -0.162
N 1.58 -1.36 1.90 -0.028
C 0.99 -1.83 0.69 -0.172
C 0.87 -0.71 -0.39 -0.498
N 2.09 0.00 -0.66 0.164
C 3.17 -0.57 -0.82 -0.284
O 4.19 -1.07 -0.92 0.256
P 0.17 -1.55 -1.90 0.796
O -0.91 -2.47 -1.51 -0.372
H -2.75 1.40 0.73 0.072
H -3.95 0.98 -0.47 0.089
H -3.26 2.61 -0.45 0.076
H -2.07 1.55 -2.25 0.128
H -2.08 0.00 -1.44 0.093
H 0.15 1.30 -1.69 0.085
H -0.94 -0.22 0.41 0.168
H 1.24 1.53 1.31 0.110
H -0.42 1.40 1.95 0.118
H 1.53 0.23 3.20 0.137
H 0.00 -0.61 3.07 0.130
H 2.57 -1.18 1.83 0.121
H -0.03 -2.18 0.88 0.133
H 1.53 -2.68 0.28 0.142
H -0.23 -0.54 -2.79 0.035
H 1.34 -2.09 -2.46 0.048

No. 2
14
Properties=species:S:1:pos:R:3:lowdin_charge:R:1 method="wB97M-V/def2-TZVPD" total_charge=0 fmax_ha_per_bohr=0.01826 orbital_gap_ev="7.893 / 6.570" e_above_lowest_ev=3.468
C -0.26 1.28 0.58 -0.041
N -0.34 -0.02 -0.07 -0.217
C -1.57 -0.78 0.11 -0.040
C 0.70 -0.54 -0.67 -0.085
C 2.12 -0.15 -0.51 -0.372
N 2.53 0.68 0.34 0.048
H -1.07 1.37 1.30 0.087
H -0.34 2.07 -0.17 0.100
H 0.75 1.35 1.03 0.054
H -1.65 -1.11 1.15 0.098
H -1.57 -1.66 -0.54 0.087
H -2.44 -0.16 -0.13 0.093
H 0.50 -1.51 -1.15 0.109
H 2.76 -0.84 -1.13 0.079

No. 3
22
Properties=species:S:1:pos:R:3:lowdin_charge:R:1 method="wB97M-V/def2-TZVPD" total_charge=0 fmax_ha_per_bohr=0.04043 orbital_gap_ev=8.795 e_above_lowest_ev=1.064 smiles="C/C=C/N.CC(C)=N"
C 1.46 0.79 1.38 -0.058
C 1.16 1.90 -0.93 -0.059
C 0.59 1.53 0.41 -0.485
N -0.59 1.94 0.73 0.110
H -0.83 1.64 1.68 0.036
H 0.84 0.16 2.04 0.067
H 2.16 0.14 0.85 0.073
H 0.36 2.00 -1.67 0.079
H 2.01 1.51 1.99 0.084
H 1.86 1.14 -1.27 0.065
H 1.69 2.86 -0.85 0.083
C -0.19 -1.48 -1.92 -0.128
N -2.02 -1.46 1.40 0.033
C -1.65 -1.27 0.10 -0.274
C -0.54 -1.73 -0.49 -0.203
H -2.60 -0.71 1.77 0.084
H -1.25 -1.72 2.02 0.083
H -2.37 -0.68 -0.47 0.120
H 0.17 -2.33 0.08 0.097
H -0.83 -0.71 -2.36 0.073
H -0.30 -2.39 -2.50 0.065
H 0.84 -1.14 -1.99 0.056

No. 4
76
Properties=species:S:1:pos:R:3:lowdin_charge:R:1 method="wB97M-V/def2-TZVPD" total_charge=0 fmax_ha_per_bohr=0.07011 orbital_gap_ev=9.103 e_above_lowest_ev=0.000
C 0.00 -3.05 -1.56 -0.005
C -1.36 -2.37 -1.79 -0.432
C -1.92 -2.80 -3.13 -0.005
C -2.34 -2.47 -0.52 -0.440
C -3.83 -2.17 -0.84 0.006
C -2.21 -3.70 0.34 -0.003
O -1.90 -1.34 0.28 0.121
B -1.68 -0.43 -0.74 -0.641
C -2.08 1.05 -0.58 -0.031
C -2.58 1.52 0.64 0.061
C -3.29 2.71 0.67 -0.095
C -3.96 3.08 1.97 -0.506
F -4.67 4.24 1.89 0.122
F -4.83 2.09 2.37 0.116
F -3.04 3.23 2.99 0.116
C -3.43 3.51 -0.46 0.078
C -2.77 3.10 -1.62 -0.095
C -2.86 3.89 -2.91 -0.505
F -1.61 4.24 -3.36 0.113
F -3.44 3.13 -3.90 0.115
F -3.60 5.03 -2.79 0.125
C -2.05 1.92 -1.68 0.062
C 1.43 0.34 0.79 -0.140
C 1.67 1.31 -0.34 -0.219
C 1.55 2.70 -0.17 -0.035
C 1.87 3.53 -1.25 -0.080
C 2.31 2.99 -2.46 -0.089
C 2.31 1.60 -2.65 -0.073
C 2.01 0.76 -1.58 -0.038
O -1.12 -0.94 -1.90 0.135
H -0.11 -4.15 -1.55 0.095
H 0.69 -2.79 -2.37 0.094
H 0.47 -2.74 -0.61 0.076
H -2.20 -3.86 -3.12 0.097
H -2.79 -2.19 -3.38 0.091
H -1.16 -2.65 -3.90 0.096
H -4.34 -3.01 -1.34 0.095
H -4.34 -1.96 0.11 0.104
H -3.95 -1.26 -1.46 0.098
H -2.54 -4.60 -0.20 0.098
H -1.19 -3.85 0.69 0.076
H -2.85 -3.60 1.23 0.099
H -2.44 0.94 1.55 0.142
H -4.03 4.40 -0.44 0.129
H -1.50 1.65 -2.57 0.144
H 0.39 0.49 1.15 0.135
H 1.41 -0.64 0.28 0.110
H 1.25 3.10 0.80 0.120
H 1.79 4.61 -1.15 0.100
H 2.63 3.64 -3.27 0.099
H 2.56 1.16 -3.62 0.105
H 2.09 -0.33 -1.68 0.117
F -0.81 -3.17 5.14 0.028
C 0.06 -2.40 4.40 -0.251
C 0.26 -1.08 4.78 -0.002
C 1.07 -0.29 3.98 -0.026
C 1.70 -0.80 2.83 -0.167
C 2.36 0.24 1.92 -0.236
C 3.74 -0.02 1.32 -0.168
C 4.50 1.12 1.02 -0.041
C 5.59 1.05 0.16 -0.074
C 5.92 -0.18 -0.43 -0.095
C 5.21 -1.34 -0.10 -0.076
C 4.13 -1.26 0.81 -0.031
C 1.42 -2.12 2.45 -0.031
C 0.66 -2.96 3.27 0.002
H -0.19 -0.67 5.68 0.120
H 1.21 0.77 4.21 0.119
H 2.35 1.21 2.45 0.141
H 4.20 2.08 1.44 0.117
H 6.17 1.95 -0.06 0.107
H 6.73 -0.22 -1.17 0.101
H 5.47 -2.30 -0.55 0.104
H 3.61 -2.18 1.07 0.093
H 1.76 -2.52 1.49 0.092
H 0.52 -4.01 3.04 0.117

No. 5
56
Properties=species:S:1:pos:R:3:mulliken_spin:R:1 method="wB97M-V/def2-TZVPD" total_charge=+2 fmax_ha_per_bohr=0.03675 orbital_gap_ev="8.457 / 8.199" s_squared=3.757 multiplicity=4
Co 9.44 9.63 11.49 2.770
C 10.57 11.21 8.75 0.014
C 9.86 9.90 8.39 0.002
C 9.60 9.52 7.05 0.003
C 9.02 8.32 6.81 0.001
C 8.70 7.47 7.89 -0.001
C 8.79 7.96 9.19 0.026
N 9.40 9.14 9.41 0.027
C 8.29 7.20 10.37 -0.007
C 7.66 5.97 10.35 0.003
C 7.08 5.51 11.52 0.003
C 7.22 6.22 12.71 0.005
C 7.98 7.39 12.68 0.014
N 8.40 7.89 11.51 0.022
C 8.44 8.15 13.88 0.023
C 8.20 7.70 15.21 0.004
C 8.66 8.50 16.23 -0.003
C 9.34 9.68 16.00 0.004
C 9.57 10.08 14.66 -0.008
C 10.28 11.37 14.33 0.003
N 9.13 9.28 13.62 0.018
H 10.42 11.94 7.95 0.000
H 11.63 11.09 8.82 0.000
H 10.18 11.67 9.64 0.001
H 9.88 10.17 6.23 0.001
H 8.89 7.96 5.80 0.000
H 8.29 6.50 7.70 0.000
H 7.52 5.44 9.46 -0.001
H 6.49 4.59 11.48 0.000
H 6.75 5.77 13.58 -0.001
H 7.70 6.75 15.44 0.000
H 8.50 8.21 17.29 0.000
H 9.66 10.27 16.85 0.000
H 9.64 12.21 14.56 0.000
H 10.53 11.40 13.27 0.001
H 11.21 11.48 14.91 -0.001
O 8.45 11.39 11.55 0.042
S 7.55 11.97 12.63 0.003
C 7.87 13.75 12.55 0.002
C 7.03 14.34 11.42 0.000
C 5.65 13.70 11.60 0.000
C 5.89 12.21 11.78 0.003
H 8.96 13.85 12.31 0.000
H 7.54 14.11 13.55 0.000
H 7.46 14.10 10.43 0.000
H 6.98 15.41 11.52 0.000
H 4.97 13.91 10.80 0.000
H 5.17 14.08 12.49 0.000
H 5.97 11.64 10.85 0.000
H 5.14 11.74 12.38 0.000
Cl 14.41 7.75 10.77 0.000
C 14.20 9.40 11.32 0.000
Cl 14.66 10.58 10.05 0.000
Cl 15.08 9.63 12.85 0.000
C 12.70 9.56 11.52 -0.008
N 11.56 9.52 11.60 0.034

No. 6
33
Properties=species:S:1:pos:R:3:lowdin_charge:R:1 method="wB97M-V/def2-TZVPD" total_charge=+1 fmax_ha_per_bohr=0.01495 orbital_gap_ev=6.607
Bi 1.80 0.43 -0.15 1.215
C -0.94 -0.32 2.06 -0.169
C -0.25 0.94 2.59 -0.182
O 0.07 1.89 1.58 -0.256
C -1.04 2.52 0.96 -0.159
C -1.03 2.32 -0.56 -0.190
O -0.96 0.94 -0.85 -0.251
C -0.81 0.64 -2.22 -0.192
C -0.53 -0.85 -2.38 -0.137
O 0.55 -1.31 -1.55 -0.324
C 0.23 -2.42 -0.71 -0.175
C -0.70 -2.03 0.44 -0.168
O -0.06 -1.03 1.21 -0.351
H -1.23 -0.95 2.91 0.148
H -1.84 -0.05 1.49 0.126
H -0.90 1.40 3.35 0.143
H 0.70 0.67 3.05 0.114
H -1.97 2.15 1.37 0.131
H -0.97 3.60 1.16 0.141
H -1.95 2.75 -0.98 0.144
H -0.18 2.84 -1.02 0.125
H -1.72 0.91 -2.77 0.147
H 0.02 1.23 -2.65 0.125
H -1.44 -1.42 -2.15 0.135
H -0.23 -1.05 -3.42 0.147
H -0.20 -3.22 -1.31 0.148
H 1.19 -2.76 -0.30 0.099
H -1.66 -1.65 0.06 0.131
H -0.89 -2.92 1.06 0.150
Se 2.82 -1.19 1.58 0.070
Se 5.12 -0.75 1.27 -0.112
Te 5.42 -1.44 -1.11 0.386
Se 3.57 0.12 -1.99 -0.157

No. 7
21
Properties=species:S:1:pos:R:3:lowdin_charge:R:1 method="wB97M-V/def2-TZVPD" total_charge=0 fmax_ha_per_bohr=0.04051 orbital_gap_ev=9.146 e_above_lowest_ev=0.725 smiles=CCN[C@H](C)CSS
S 1.58 1.88 3.60 0.294
S 1.41 2.20 1.62 0.407
C 0.14 1.01 1.02 -0.527
C 0.51 -0.08 0.02 -0.453
C 1.66 -0.92 0.60 -0.070
N -0.70 -0.84 -0.21 -0.072
C -1.13 -1.23 -1.53 -0.281
C -1.61 -0.03 -2.36 -0.101
H 1.06 3.01 4.09 -0.206
H -0.66 1.65 0.61 0.066
H -0.41 0.62 1.89 0.072
H 0.85 0.31 -0.95 0.138
H 1.69 -0.80 1.69 0.061
H 2.62 -0.57 0.21 0.076
H 1.64 -1.98 0.40 0.071
H -1.00 -1.42 0.55 0.118
H -1.99 -1.90 -1.35 0.112
H -0.45 -1.78 -2.17 0.101
H -0.75 0.47 -2.80 0.059
H -2.28 -0.27 -3.18 0.062
H -2.18 0.68 -1.74 0.071

No. 8
88
Properties=species:S:1:pos:R:3:mulliken_spin:R:1 method="wB97M-V/def2-TZVPD" total_charge=+1 fmax_ha_per_bohr=0.03481 orbital_gap_ev="6.093 / 5.429" s_squared=3.810 multiplicity=4 e_above_lowest_ev=2.364
W 1.06 -0.92 -1.22 0.068
O 1.53 0.12 0.02 -0.003
N 3.50 -0.77 1.78 0.069
C 3.94 -0.15 2.86 -0.007
C 5.28 0.22 3.04 0.127
C 6.20 -0.09 2.06 -0.037
C 5.76 -0.75 0.93 0.150
C 4.40 -1.07 0.83 -0.099
S 3.89 -1.93 -0.59 1.306
H 3.20 0.08 3.62 0.007
H 5.57 0.74 3.95 0.005
H 7.24 0.18 2.17 0.000
H 6.44 -1.02 0.13 0.001
Se 4.11 0.80 -2.79 0.246
N 4.04 0.33 -4.52 0.367
C 2.86 -0.27 -4.76 -0.009
C 2.35 -0.86 -5.93 0.156
C 1.13 -1.51 -5.87 -0.055
C 0.41 -1.60 -4.68 0.167
N 0.85 -1.01 -3.56 -0.004
C 2.01 -0.36 -3.63 0.000
N 2.43 0.13 -2.46 0.106
H 2.92 -0.82 -6.85 0.001
H 0.72 -1.97 -6.75 0.002
H -0.53 -2.14 -4.62 0.020
O 2.04 -2.49 -1.57 0.428
As 0.16 -2.52 0.89 -0.030
C -0.81 -4.08 0.33 0.000
C -1.25 -4.99 1.30 -0.001
C -1.95 -6.12 0.91 0.000
C -2.19 -6.36 -0.44 0.000
C -1.73 -5.46 -1.40 0.001
C -1.04 -4.32 -1.01 -0.010
C 1.49 -3.22 2.09 -0.026
C 2.48 -4.02 1.54 0.046
C 3.49 -4.53 2.36 -0.002
C 3.48 -4.25 3.72 -0.002
C 2.46 -3.47 4.26 0.007
C 1.47 -2.95 3.45 0.000
C -1.03 -1.42 1.92 0.000
C -0.57 -0.19 2.39 0.002
C -1.45 0.69 3.00 0.000
C -2.79 0.34 3.15 0.000
C -3.25 -0.89 2.70 0.000
C -2.37 -1.77 2.07 -0.001
H -1.05 -4.81 2.35 0.000
H -2.30 -6.82 1.65 0.000
H -2.72 -7.24 -0.75 0.000
H -1.90 -5.66 -2.45 0.000
H -0.68 -3.63 -1.76 0.007
H 2.47 -4.26 0.48 0.006
H 4.26 -5.15 1.93 0.000
H 4.26 -4.65 4.35 0.000
H 2.44 -3.28 5.33 0.000
H 0.68 -2.35 3.88 0.001
H 0.47 0.08 2.24 -0.003
H -1.11 1.65 3.34 0.000
H -3.47 1.04 3.60 0.000
H -4.29 -1.16 2.82 0.000
H -2.73 -2.72 1.70 0.000
C -2.05 8.66 -2.45 0.000
C -2.42 7.51 -1.56 0.000
C -3.76 7.15 -1.40 0.000
C -4.12 6.08 -0.60 0.000
C -3.13 5.35 0.04 0.000
C -1.79 5.70 -0.09 0.000
C -1.45 6.77 -0.89 0.000
S -3.58 3.96 1.02 0.000
O -2.51 3.68 1.93 0.000
O -4.92 4.14 1.48 0.000
N -3.64 2.68 -0.03 0.000
C -2.40 2.19 -0.60 0.000
C -2.57 0.73 -1.01 0.000
C -1.26 0.12 -1.40 -0.006
O -1.02 -1.14 -1.19 0.003
O -0.30 0.79 -1.81 -0.002
H -2.78 9.46 -2.39 0.000
H -1.99 8.35 -3.49 0.000
H -1.08 9.07 -2.17 0.000
H -4.53 7.72 -1.90 0.000
H -5.16 5.82 -0.45 0.000
H -1.03 5.14 0.45 0.000
H -0.41 7.05 -0.99 0.000
H -4.42 2.78 -0.66 0.000
H -1.63 2.27 0.17 0.000
H -2.07 2.77 -1.47 0.000
H -3.26 0.64 -1.85 0.000
H -2.99 0.14 -0.19 0.000

What did the fifth record say?
56
Properties=species:S:1:pos:R:3:mulliken_spin:R:1 method="wB97M-V/def2-TZVPD" total_charge=+2 fmax_ha_per_bohr=0.03675 orbital_gap_ev="8.457 / 8.199" s_squared=3.757 multiplicity=4
Co 9.44 9.63 11.49 2.770
C 10.57 11.21 8.75 0.014
C 9.86 9.90 8.39 0.002
C 9.60 9.52 7.05 0.003
C 9.02 8.32 6.81 0.001
C 8.70 7.47 7.89 -0.001
C 8.79 7.96 9.19 0.026
N 9.40 9.14 9.41 0.027
C 8.29 7.20 10.37 -0.007
C 7.66 5.97 10.35 0.003
C 7.08 5.51 11.52 0.003
C 7.22 6.22 12.71 0.005
C 7.98 7.39 12.68 0.014
N 8.40 7.89 11.51 0.022
C 8.44 8.15 13.88 0.023
C 8.20 7.70 15.21 0.004
C 8.66 8.50 16.23 -0.003
C 9.34 9.68 16.00 0.004
C 9.57 10.08 14.66 -0.008
C 10.28 11.37 14.33 0.003
N 9.13 9.28 13.62 0.018
H 10.42 11.94 7.95 0.000
H 11.63 11.09 8.82 0.000
H 10.18 11.67 9.64 0.001
H 9.88 10.17 6.23 0.001
H 8.89 7.96 5.80 0.000
H 8.29 6.50 7.70 0.000
H 7.52 5.44 9.46 -0.001
H 6.49 4.59 11.48 0.000
H 6.75 5.77 13.58 -0.001
H 7.70 6.75 15.44 0.000
H 8.50 8.21 17.29 0.000
H 9.66 10.27 16.85 0.000
H 9.64 12.21 14.56 0.000
H 10.53 11.40 13.27 0.001
H 11.21 11.48 14.91 -0.001
O 8.45 11.39 11.55 0.042
S 7.55 11.97 12.63 0.003
C 7.87 13.75 12.55 0.002
C 7.03 14.34 11.42 0.000
C 5.65 13.70 11.60 0.000
C 5.89 12.21 11.78 0.003
H 8.96 13.85 12.31 0.000
H 7.54 14.11 13.55 0.000
H 7.46 14.10 10.43 0.000
H 6.98 15.41 11.52 0.000
H 4.97 13.91 10.80 0.000
H 5.17 14.08 12.49 0.000
H 5.97 11.64 10.85 0.000
H 5.14 11.74 12.38 0.000
Cl 14.41 7.75 10.77 0.000
C 14.20 9.40 11.32 0.000
Cl 14.66 10.58 10.05 0.000
Cl 15.08 9.63 12.85 0.000
C 12.70 9.56 11.52 -0.008
N 11.56 9.52 11.60 0.034